{"formula": "C4H8O3", "method": "the ωB97M-V functional and the def2-TZVPD basis", "elements": ["C", "O", "C", "O", "C", "C", "O", "H", "H", "H", "H", "H", "H", "H", "H"], "coordinates": [[2.527128, -0.053324, 0.473393], [1.150223, 0.293373, 0.595491], [0.294001, -0.551768, -0.007306], [0.624834, -1.474010, -0.707187], [-1.115163, -0.043958, 0.221426], [-1.494801, 0.745740, -1.018193], [-2.081905, -1.064878, 0.343592], [2.693927, -1.037967, 0.918591], [3.071337, 0.715502, 1.022889], [2.833155, -0.077837, -0.575845], [-1.102276, 0.575116, 1.126252], [-1.033119, 1.727219, -1.061026], [-2.560244, 0.813032, -0.981872], [-1.239920, 0.146568, -1.896578], [-2.806138, -0.721846, -0.194629]], "forces_ev_per_angstrom": [[0.28, -0.06, 0.00], [-0.12, -0.20, 0.06], [0.09, -0.26, -0.23], [-0.13, 0.26, 0.46], [-0.14, 0.16, 0.03], [0.78, -0.09, -0.11], [0.21, -0.11, 0.00], [0.07, 0.14, -0.09], [-0.03, -0.14, -0.12], [-0.04, 0.02, 0.15], [-0.04, -0.01, -0.16], [-0.03, 0.08, -0.11], [-0.83, 0.71, -0.19], [0.06, 0.19, 0.01], [-0.14, -0.70, 0.31]], "spin_multiplicity": 1, "smiles": "COC(=O)[C@@H](C)O", "relative_energy_kcal_mol": 27.4, "energy_ev": -10419.816, "charge": 0, "homo_energy_ev": -10.330, "gap_ha": 0.410}

{"formula": "C4H8O3", "method": "the ωB97M-V functional and the def2-TZVPD basis", "elements": ["O", "C", "O", "C", "C", "C", "O", "H", "H", "H", "H", "H", "H", "H", "H"], "coordinates": [[-0.122289, 1.197824, -1.283352], [-0.596707, 1.122979, -0.197494], [-1.852098, 1.624013, 0.053277], [-0.030080, 0.505841, 1.091606], [0.019335, -1.040148, 1.041090], [1.373548, -1.513701, 0.379150], [1.243590, -1.734223, -1.025812], [-2.056668, 1.999692, -0.825154], [-0.807391, 0.781193, 1.809514], [0.847515, 1.087220, 1.373116], [-0.014748, -1.518396, 2.017371], [-0.861875, -1.268964, 0.433107], [2.137372, -0.770675, 0.621195], [1.647341, -2.452647, 0.860982], [0.388408, -1.400279, -1.254057]], "forces_ev_per_angstrom": [[0.69, -0.14, -0.87], [-0.69, -0.24, 1.84], [0.71, 0.05, -0.95], [-1.51, 0.57, 0.20], [1.86, 0.98, -1.05], [-1.51, -0.30, 0.22], [0.84, -0.13, 0.79], [-0.49, 0.05, 0.37], [0.24, -0.03, 0.21], [0.39, -0.55, -0.08], [-0.41, 0.34, 0.11], [0.17, -0.83, 0.23], [0.08, -0.03, -0.28], [0.20, -0.11, -0.18], [-0.56, 0.37, -0.57]], "spin_multiplicity": 1, "smiles": "O=C(O)CCCO", "relative_energy_kcal_mol": 25.4, "energy_ev": -10419.903, "charge": 0, "homo_energy_ev": -10.321, "gap_ha": 0.406}

{"formula": "C4H8O3", "method": "the ωB97M-V functional and the def2-TZVPD basis", "elements": ["C", "O", "C", "O", "C", "C", "O", "H", "H", "H", "H", "H", "H", "H", "H"], "coordinates": [[-2.651121, -0.255838, 0.018561], [-1.545120, 0.604356, 0.295989], [-0.345751, 0.099526, -0.028839], [-0.249853, -0.992894, -0.608880], [0.809121, 0.850874, 0.420050], [2.024817, 0.489504, -0.360793], [2.223754, -0.915661, 0.293519], [-2.533345, -1.215878, 0.529670], [-3.535267, 0.265733, 0.386447], [-2.737674, -0.439614, -1.054895], [0.665582, 1.865917, 0.784425], [1.529770, -0.354329, 1.057898], [1.953945, 0.306147, -1.437835], [2.905607, 1.086125, -0.118829], [1.485532, -1.393966, -0.176493]], "forces_ev_per_angstrom": [[-0.22, -0.11, -0.04], [0.13, 0.00, 0.03], [0.22, -0.10, 0.06], [0.01, 0.23, 0.04], [-0.21, 0.12, -0.21], [0.07, -0.25, 0.22], [0.20, 0.34, -0.52], [-0.02, 0.16, -0.07], [0.14, -0.06, -0.05], [0.00, 0.02, 0.13], [0.03, -0.27, -0.04], [-0.26, 0.19, 0.13], [-0.08, -0.03, 0.22], [-0.13, -0.24, 0.00], [0.11, 0.00, 0.10]], "spin_multiplicity": 1, "relative_energy_kcal_mol": 77.1, "energy_ev": -10417.659, "charge": 0, "homo_energy_ev": -8.676, "gap_ha": 0.352}

{"formula": "C4H8O3", "method": "the ωB97M-V functional and the def2-TZVPD basis", "elements": ["C", "O", "C", "O", "C", "C", "O", "H", "H", "H", "H", "H", "H", "H", "H"], "coordinates": [[-0.099917, 0.091978, 2.707093], [0.588918, -0.122842, 1.472613], [-0.106608, 0.194852, 0.378366], [-1.238823, 0.616787, 0.383640], [0.699329, -0.016813, -0.891871], [-0.355004, -0.519649, -2.058281], [1.199761, 1.222734, -1.340022], [-0.391866, 1.140311, 2.803075], [0.606157, -0.186885, 3.488407], [-0.994352, -0.534707, 2.754704], [1.475253, -0.777242, -0.801782], [-0.706706, -1.438934, -1.621463], [0.098935, -0.736726, -3.046965], [-1.253263, 0.115278, -2.238805], [0.478187, 0.951857, -1.988709]], "forces_ev_per_angstrom": [[-0.09, 0.03, 0.26], [0.01, 0.03, -0.14], [-0.42, -0.10, -0.02], [0.49, -0.13, 0.15], [-1.37, -1.91, -0.49], [0.39, -0.59, 1.04], [-1.36, -0.61, -1.30], [0.04, -0.14, -0.01], [-0.11, 0.05, -0.08], [0.12, 0.10, 0.00], [0.00, 0.01, 0.28], [-0.47, -0.59, -0.28], [0.22, 0.13, 0.78], [0.81, -0.05, 0.60], [1.73, 3.78, -0.79]], "spin_multiplicity": 1, "smiles": "COC(=O)[C@@H](C)O", "relative_energy_kcal_mol": 59.6, "energy_ev": -10418.418, "charge": 0, "homo_energy_ev": -10.223, "gap_ha": 0.408}

{"formula": "C4H8O3", "method": "the ωB97M-V functional and the def2-TZVPD basis", "elements": ["C", "O", "C", "O", "C", "C", "O", "H", "H", "H", "H", "H", "H", "H", "H"], "coordinates": [[0.027823, -0.249135, -2.649315], [0.274475, 0.727611, -1.659100], [0.285119, 0.450962, -0.330289], [0.257447, -0.805770, 0.140327], [0.296900, 1.465123, 0.541172], [-0.523272, -0.763388, 1.697599], [-0.061862, -0.249728, 2.879024], [-1.032313, -0.519748, -2.686406], [0.309699, 0.213478, -3.602581], [0.635671, -1.141552, -2.486735], [0.769083, 1.285749, 1.493965], [0.087978, 2.464252, 0.219811], [-1.454075, -0.230261, 1.488152], [-0.477449, -1.828649, 1.664091], [0.604776, -0.818944, 3.290285]], "forces_ev_per_angstrom": [[-0.10, -0.33, -0.09], [0.02, -0.24, 0.37], [-0.18, 0.66, 0.55], [-0.62, 0.61, 1.66], [0.49, 0.64, -0.21], [0.28, -0.65, -1.13], [0.65, -0.12, -0.96], [0.08, -0.05, 0.04], [-0.07, -0.13, 0.29], [-0.09, 0.01, -0.03], [-0.56, 0.24, 0.10], [0.30, 0.36, -0.19], [0.45, -0.34, -0.46], [-0.55, -0.68, 0.34], [-0.11, 0.00, -0.28]], "spin_multiplicity": 1, "smiles": "C=C(OC)OCO", "relative_energy_kcal_mol": 90.2, "energy_ev": -10417.093, "charge": 0, "homo_energy_ev": -7.728, "gap_ha": 0.306}

{"formula": "C4H8O3", "method": "the ωB97M-V functional and the def2-TZVPD basis", "elements": ["C", "O", "C", "O", "C", "C", "O", "H", "H", "H", "H", "H", "H", "H", "H"], "coordinates": [[2.348847, 0.069144, 0.516436], [1.141914, -0.369338, 1.126672], [0.246632, -0.708972, 0.172694], [0.477937, -1.466690, -0.737673], [-1.062816, 0.026519, 0.360743], [-1.447044, 0.782366, -0.908415], [-2.041054, -0.912834, 0.750142], [3.036606, -0.752630, 0.322266], [2.772817, 0.819587, 1.182559], [2.066313, 0.528093, -0.436936], [-0.926104, 0.723789, 1.190100], [-0.724969, 1.570882, -1.155649], [-2.425094, 1.245170, -0.753585], [-1.504412, 0.095961, -1.759324], [-1.959579, -1.651050, 0.129963]], "forces_ev_per_angstrom": [[0.44, 0.19, -0.28], [-0.21, 0.09, -0.19], [-0.08, -0.29, -0.19], [-0.11, 0.42, 0.47], [-0.06, 0.19, 0.03], [-0.04, -0.02, -0.05], [-0.22, -0.24, -0.17], [0.03, 0.04, 0.11], [0.13, -0.17, -0.08], [0.49, 0.08, 0.07], [-0.20, -0.14, -0.04], [-0.08, -0.16, 0.11], [0.11, -0.05, -0.03], [0.00, 0.07, 0.13], [-0.21, 0.01, 0.09]], "spin_multiplicity": 1, "smiles": "COC(=O)[C@@H](C)O", "relative_energy_kcal_mol": 31.8, "energy_ev": -10419.623, "charge": 0, "homo_energy_ev": -10.351, "gap_ha": 0.411}

{"formula": "C4H8O3", "method": "the ωB97M-V functional and the def2-TZVPD basis", "elements": ["C", "O", "C", "O", "C", "C", "O", "H", "H", "H", "H", "H", "H", "H", "H"], "coordinates": [[2.255151, -0.296982, 1.569500], [2.086900, 0.728057, 0.953397], [0.430239, -0.192295, -0.996254], [0.806153, -1.345754, -1.039469], [-0.692525, 0.229473, -0.070916], [-1.883777, 0.729029, -0.890263], [-1.033891, -0.846347, 0.763141], [2.060890, -1.285282, 1.114662], [2.611512, -0.288514, 2.616037], [0.856126, 0.578798, -1.662496], [-0.313953, 1.054171, 0.546786], [-1.613414, 1.612732, -1.480022], [-2.695268, 1.002380, -0.210900], [-2.248635, -0.050459, -1.567140], [-0.625503, -1.629011, 0.353930]], "forces_ev_per_angstrom": [[-0.01, 0.30, -0.16], [0.11, -0.46, 0.30], [0.07, -0.36, -0.04], [-0.15, 0.51, -0.02], [0.06, 0.19, -0.12], [-0.06, 0.02, -0.04], [-0.01, -0.15, -0.03], [0.00, 0.11, 0.01], [-0.03, 0.03, -0.10], [-0.03, -0.07, 0.08], [-0.04, -0.08, -0.09], [-0.03, -0.13, 0.08], [0.12, -0.03, -0.09], [0.06, 0.08, 0.10], [-0.05, 0.05, 0.12]], "spin_multiplicity": 1, "smiles": "C[C@@H](O)C=O.C=O", "relative_energy_kcal_mol": 48.2, "energy_ev": -10418.912, "charge": 0, "homo_energy_ev": -10.243, "gap_ha": 0.402}

{"formula": "C4H8O3S", "method": "the ωB97M-V functional and the def2-TZVPD basis", "elements": ["C", "C", "C", "C", "O", "O", "O", "S", "H", "H", "H", "H", "H", "H", "H", "H"], "coordinates": [[0.247184, -1.351455, -0.132123], [-0.276981, 0.000625, 0.267117], [-0.907473, 0.510443, 1.521017], [-0.948255, 0.692925, -0.980643], [3.040652, -0.651308, 0.181646], [1.844326, -0.334352, -1.926862], [1.073829, 0.853375, 0.170364], [1.791696, -0.356284, -0.491902], [0.350040, -2.118860, 0.675835], [0.099149, -1.829693, -1.061780], [-0.978372, 1.554751, 1.572173], [-0.238218, 0.142887, 2.276532], [-1.812898, 0.171880, 1.734344], [-0.810681, 1.750260, -0.947246], [-2.067703, 0.584373, -0.887113], [-0.406297, 0.380432, -1.971358]], "forces_ev_per_angstrom": [[2.67, 0.00, 2.80], [-1.56, 4.10, -3.75], [4.15, -1.10, -0.05], [-0.58, -1.39, -0.73], [-1.52, 0.29, -0.24], [-0.13, 0.66, 0.19], [-0.44, -1.27, 0.59], [2.31, -2.30, 0.00], [0.07, 0.85, -0.52], [-1.22, -0.05, -0.92], [0.39, 1.52, -0.34], [0.17, 0.19, 1.02], [-4.07, -1.99, 0.51], [0.32, 0.78, 0.43], [1.05, -0.50, -0.78], [-1.63, 0.21, 1.80]], "spin_multiplicity": 1, "relative_energy_kcal_mol": 60.5, "energy_ev": -21253.093, "charge": 0, "homo_energy_ev": -10.704, "gap_ha": 0.415}